[1]
ORCA calculation (ωB97M-V with the def2-TZVPD basis set) on a 2-piece molecular cluster, C5H10O2 overall at a distorted geometry.

ΔE to the lowest compared entry with this formula, charge and spin = 5.7015 eV
LUMO (alpha / beta) = -0.555 / -0.941 eV
2S+1 = 1
max |F| = 2.154 eV/Å
charge = 0
highest occupied orbital energy (alpha / beta) = -8.985 / -9.389 eV

Each line ends with the Löwdin charge.
Atoms and positions in Å:
C -2.539 -1.010 -0.657  -0.0893
C -1.805 0.321 -0.773  -0.3289
O -0.440 0.205 -0.570  -0.1103
C 1.777 0.629 0.221  -0.0667
C 2.204 0.780 1.635  -0.0824
C 1.687 -0.590 -0.445  -0.2858
O 1.074 -0.628 -1.549  0.0040
H -2.370 -1.450 0.331  0.0723
H -3.618 -0.886 -0.807  0.0701
H -2.160 -1.709 -1.409  0.0745
H -2.019 0.812 -1.739  0.1174
H -2.167 1.020 0.004  0.1298
H 1.536 1.516 -0.355  0.1190
H 3.055 1.468 1.712  0.0841
H 1.390 1.224 2.224  0.0880
H 2.470 -0.180 2.088  0.0782
H 1.925 -1.521 0.090  0.1260

=====

[2]
ORCA calculation (ωB97M-V with the def2-TZVPD basis set) on C4H4S as an isolated structure at a distorted geometry.

ΔE to the lowest compared entry with this formula, charge and spin = 6.6467 eV
LUMO = -1.225 eV
2S+1 = 1
max |F| = 6.421 eV/Å
charge = 0
highest occupied orbital energy = -8.965 eV

Each line ends with the Löwdin charge.
Atoms and positions in Å:
C -0.327 -1.027 -0.035  -0.2531
C -0.326 1.022 -0.035  -0.2563
C 0.862 -0.001 -0.026  -0.5525
C -1.575 -0.001 -0.139  0.1871
S 2.743 0.001 0.027  0.4497
H -0.297 -1.790 -0.811  0.1020
H -0.386 -1.543 0.924  0.1088
H -0.406 1.557 0.915  0.1096
H -0.289 1.781 -0.821  0.1047

=====

[3]
ORCA calculation (ωB97M-V with the def2-TZVPD basis set) on a 3-piece molecular cluster, C27H31N3O3 overall at a distorted geometry.

ΔE to the lowest compared entry with this formula, charge and spin = 7.2254 eV
LUMO = -0.817 eV
2S+1 = 1
max |F| = 2.483 eV/Å
charge = 0
highest occupied orbital energy = -3.555 eV

Each line ends with the Löwdin charge.
Atoms and positions in Å:
C -5.635 -3.149 2.394  -0.0607
C -4.623 -2.046 2.480  -0.2713
C -3.605 -2.114 3.429  -0.0028
C -2.663 -1.093 3.553  -0.1858
C -1.623 -1.201 4.615  -0.0322
C -2.736 -0.014 2.666  -0.1282
N -1.837 1.090 2.809  0.0374
C -0.472 1.096 2.671  -0.1522
C 0.245 0.043 1.958  -0.4468
C 1.676 -0.095 2.246  -0.0896
C 2.505 -0.748 1.382  -0.0910
C 3.954 -0.677 1.463  -0.2394
C 4.752 -1.196 0.411  -0.0686
C 6.126 -0.977 0.389  -0.1132
C 6.748 -0.263 1.422  -0.1253
C 5.982 0.214 2.491  -0.1066
C 4.602 0.010 2.523  -0.0524
O -0.341 -0.676 1.122  -0.0571
N -0.061 2.360 2.873  -0.0637
C 1.289 2.877 2.727  -0.0153
C -1.144 3.143 3.250  -0.0435
C -2.243 2.370 3.206  -0.0331
C -3.747 0.081 1.708  -0.1997
C -3.824 1.234 0.774  -0.0382
C -4.687 -0.947 1.624  -0.0019
H -6.401 -2.903 1.649  0.0726
H -5.165 -4.101 2.102  0.0851
H -6.128 -3.312 3.365  0.0829
H -3.554 -2.980 4.088  0.1241
H -1.215 -0.231 4.902  0.0761
H -2.057 -1.664 5.510  0.0825
H -0.798 -1.845 4.287  0.0964
H 2.032 0.329 3.187  0.0852
H 2.084 -1.308 0.543  0.0897
H 4.252 -1.746 -0.391  0.0858
H 6.714 -1.361 -0.443  0.0922
H 7.821 -0.078 1.394  0.0885
H 6.452 0.760 3.306  0.0945
H 4.010 0.407 3.349  0.0915
H 1.230 3.962 2.592  0.0898
H 1.894 2.668 3.615  0.0925
H 1.784 2.442 1.860  0.0935
H -1.052 4.195 3.489  0.1194
H -3.277 2.613 3.395  0.1265
H -4.564 1.007 0.001  0.0783
H -4.141 2.153 1.277  0.0731
H -2.867 1.425 0.281  0.0894
H -5.480 -0.900 0.878  0.1137
O 0.948 2.331 -4.577  0.1810
C 0.040 2.328 -3.826  -0.3991
C 0.638 -0.375 -2.834  -0.1016
C 0.546 -1.117 -4.123  -0.1487
C 2.010 -1.649 -4.297  -0.1424
C 2.889 -0.882 -3.288  -0.1327
N 1.891 -0.133 -2.492  0.0500
O -0.872 2.380 -3.077  0.1827
H -0.197 0.008 -2.259  0.1241
H -0.253 -1.885 -4.161  0.1226
H 0.351 -0.383 -4.948  0.1131
H 2.033 -2.715 -4.034  0.1112
H 2.368 -1.496 -5.327  0.1115
H 3.423 -1.558 -2.599  0.1067
H 3.609 -0.198 -3.769  0.1261
H 2.152 0.630 -1.886  0.1532